Here is C28H36ClN4O3PS2 in the gas phase in a non-equilibrium geometry from the OMol25 dataset. Energies are from ωB97M-V/def2-TZVPD.

Last column: Mulliken charge in e.
Atoms and positions in Å:
Cl: 0.934 5.202 -1.938  -0.1921
S: 1.430 -2.329 -2.329  -0.2844
S: 0.459 5.489 0.070  1.0351
P: -1.005 1.323 1.385  0.9866
O: -3.780 -2.227 -2.740  -0.4548
O: 0.460 6.929 0.283  -0.5722
O: -0.829 4.848 0.337  -0.5032
N: -0.436 1.083 2.851  -0.8498
N: 0.019 2.021 -3.879  -0.7086
N: 1.351 0.291 -0.707  1.5472
N: 4.146 -3.663 -2.122  -0.5212
C: 2.839 -1.696 -1.342  0.7634
C: -3.358 -3.477 0.021  -1.4959
C: 0.040 -1.895 -1.217  0.4771
C: 0.204 -0.598 -0.506  -2.0649
C: 2.631 -0.413 -0.604  -0.7039
C: 4.083 -2.450 -1.327  -0.1253
C: -2.183 -2.464 -0.132  0.9026
C: -5.302 -0.525 3.628  -0.4111
C: -4.274 0.124 1.353  -0.2662
C: 2.436 2.095 1.459  -0.3129
C: 5.189 -1.899 -0.540  -1.0059
C: -0.923 -0.262 0.406  0.6571
C: -4.857 -2.913 -2.089  -0.7141
C: -2.072 -1.185 0.599  0.9142
C: 1.313 0.958 -2.050  -0.6336
C: 6.287 -0.125 0.952  -1.4822
C: 3.794 1.476 0.984  -1.3165
C: 2.057 3.264 0.435  -0.1449
C: -3.259 -1.700 2.808  -0.3498
C: -1.094 -2.785 -1.048  -0.8660
C: -4.749 -2.968 -0.524  -0.1326
C: 3.742 0.142 0.180  0.1605
C: 1.683 4.629 1.168  -0.7800
C: 5.011 -0.646 0.179  1.0309
C: -4.263 -1.553 3.855  -0.6645
C: -0.133 1.193 -2.633  -0.1030
C: -5.288 0.289 2.413  -0.7130
C: -3.239 -0.875 1.582  -0.1472
H: -4.220 -2.180 4.778  0.3553
H: -6.104 1.053 2.340  0.3357
H: -0.106 0.125 2.976  0.3329
H: -2.470 -2.478 2.981  0.3960
H: -3.914 -1.266 -2.676  0.2758
H: 1.301 4.498 2.208  0.4480
H: -6.064 -0.404 4.436  0.3400
H: -4.279 0.737 0.425  0.4840
H: -5.802 -2.336 -2.333  0.3562
H: 4.393 1.261 1.919  0.2679
H: 1.643 1.319 1.539  -0.2276
H: 1.228 2.958 -0.264  -0.5651
H: 2.919 3.516 -0.250  0.7045
H: 7.071 -0.929 0.971  0.3555
H: -2.376 1.753 1.409  -0.0810
H: 0.823 2.650 -3.798  0.2483
H: -1.086 -3.745 -1.627  0.2761
H: -3.071 -4.400 -0.566  0.3798
H: -5.543 -3.696 -0.178  0.3794
H: 4.461 -4.469 -1.582  0.2818
H: 6.664 0.849 0.551  0.2664
H: 0.277 1.366 -4.627  0.3237
H: -0.288 2.379 0.768  -0.1543
H: 2.524 2.559 2.484  0.7559
H: -3.415 -3.802 1.099  0.3541
H: 4.447 2.188 0.396  0.4481
H: 6.173 -2.425 -0.503  0.2576
H: -0.823 1.764 -1.961  -0.0206
H: 2.605 5.275 1.113  0.3920
H: -4.967 -1.991 -0.014  0.1345
H: -0.582 0.225 -2.981  0.2699
H: 5.964 0.009 2.023  0.3333
H: 4.815 -3.456 -2.874  0.2882
H: 1.824 1.967 -2.035  0.3461
H: -4.973 -3.930 -2.557  0.3048
H: 1.882 0.349 -2.811  0.4022

Summary:
- gap between HOMO and LUMO (Eh) = 0.28020
- E_tot (a.u.) = -3131.00069
- max |F| (eV Å⁻¹) = 4.1
- SMILES string = Cc1cc(N)c2c(c1CCCCS(=O)(=O)Cl)N(CCN)c1c(cc(CCCO)c(-c3ccccc3)c1[PH2]=N)S2

***

Here is a molecular structure, C6H6 in a non-equilibrium geometry from the OMol25 dataset. Energies are from ωB97M-V/def2-TZVPD.

Last column: natural (NBO) charge in e.
Atoms and positions in Å:
C: -2.701 0.722 -0.628  -0.3283
C: 3.029 0.113 0.387  -0.2412
C: -0.329 -0.390 -0.414  -0.3177
C: 0.431 -0.257 0.876  -0.4950
C: -1.574 0.043 -0.548  -0.1813
C: 1.859 -0.047 0.621  -0.0031
H: 0.185 -0.766 -1.290  0.2326
H: -3.676 0.203 -0.563  0.2171
H: -1.621 0.685 -1.577  0.3986
H: 0.034 0.590 1.449  0.2434
H: 0.297 -1.154 1.490  0.2387
H: 4.069 0.259 0.199  0.2361

Summary:
- gap between HOMO and LUMO (Eh) = 0.32833
- ΔE to the lowest compared entry with this formula, charge and spin (eV) = 6.900
- E_tot (a.u.) = -231.97277
- max |F| (eV Å⁻¹) = 1.9

***

Here is a molecular structure, C12H18Br27N2O2P in a non-equilibrium geometry from the OMol25 dataset. Energies are from ωB97M-V/def2-TZVPD.

Last column: natural (NBO) charge in e.
Atoms and positions in Å:
Br: 0.726 2.163 7.325  0.0941
Br: -3.821 -0.941 6.949  0.0810
Br: 1.000 0.289 2.155  0.0984
Br: 8.512 4.730 3.827  0.0975
Br: -0.897 -5.007 -5.319  0.1031
Br: -2.799 -5.577 -2.800  0.0884
Br: 4.222 4.285 8.355  0.0806
Br: -3.972 1.565 -4.556  0.1037
Br: -2.835 5.437 -3.651  0.1172
Br: 1.182 0.310 -1.053  0.0857
Br: 1.643 -0.440 5.686  0.0945
Br: -0.850 -6.016 0.364  0.0909
Br: 1.479 -2.455 0.555  0.0894
Br: -4.625 1.889 5.667  0.0947
Br: -4.600 6.714 -6.011  0.0829
Br: -4.455 -0.723 3.809  0.0936
Br: 4.888 1.154 8.094  0.0859
Br: 0.124 -9.030 0.882  0.0873
Br: -0.841 1.322 4.653  0.0936
Br: 8.317 4.732 7.031  0.0874
Br: -5.858 4.454 -4.109  0.0716
Br: -2.713 0.461 -1.823  0.0849
Br: -2.561 -7.947 2.273  0.0892
Br: -0.167 -7.360 -3.259  0.0942
Br: 8.787 1.977 5.456  0.0928
Br: 4.168 2.865 5.476  0.0895
Br: -4.781 -1.353 -3.485  0.0870
P: 1.021 2.652 -3.367  1.5219
O: 2.170 -0.001 -3.747  -0.5651
O: 0.142 1.215 -3.700  -0.7879
N: 0.239 -1.225 -3.270  -0.6927
N: 0.154 3.876 -3.973  -1.3291
C: 4.975 2.890 7.237  -0.4930
C: -0.654 -1.704 -4.380  -0.2422
C: 0.156 0.695 6.195  -0.4910
C: -1.398 -7.838 0.726  -0.4934
C: 9.101 3.890 5.471  -0.4924
C: -4.615 5.938 -4.234  -0.4974
C: -4.255 0.450 -2.997  -0.4914
C: -1.590 -6.349 -4.104  -0.4907
C: -4.849 -0.034 5.578  -0.4920
C: 1.781 -0.540 0.586  -0.4852
C: -0.305 -1.131 -5.824  -0.6630
C: 0.940 0.025 -3.600  0.8970
H: 2.300 2.664 -4.040  -0.0201
H: -0.469 -0.010 -5.939  0.2274
H: -5.898 -0.243 5.775  0.2264
H: -5.082 0.883 -2.439  0.2271
H: 1.175 2.878 -1.958  -0.0291
H: -0.591 -2.841 -4.387  0.2145
H: -0.693 3.450 -4.396  0.3777
H: 0.727 -1.431 -6.211  0.2242
H: -1.727 -1.416 -4.145  0.1864
H: -1.977 -8.173 -0.132  0.2249
H: -2.169 -7.051 -4.699  0.2261
H: -1.050 -1.621 -6.552  0.2249
H: 10.177 4.036 5.536  0.2273
H: 6.029 3.126 7.101  0.2250
H: -0.414 -0.959 -2.510  0.3887
H: -0.523 0.084 6.785  0.2264
H: 2.857 -0.388 0.647  0.2276
H: -4.970 6.708 -3.553  0.2230

Summary:
- gap between HOMO and LUMO (Eh) = 0.30051
- E_tot (a.u.) = -70567.57064
- max |F| (eV Å⁻¹) = 4.7

***

Here is 2 unconnected molecules or ions with the total composition C3H10NO in a non-equilibrium geometry from the OMol25 dataset. Energies are from ωB97M-V/def2-TZVPD.

Last column: Mulliken spin population.
Atoms and positions in Å:
O: 1.052 1.072 0.915  0.0005
N: 1.103 -1.503 -0.718  0.2343
C: 0.223 -2.456 -0.244  0.7616
C: -1.252 0.871 -0.065  0.0045
C: -0.111 1.728 0.410  -0.0037
H: -1.953 1.578 -0.513  -0.0028
H: 1.855 -1.841 -1.280  -0.0208
H: -0.562 -2.163 0.417  0.0270
H: 0.360 -3.437 -0.663  0.0147
H: -1.810 0.212 0.602  0.0018
H: 1.252 1.469 1.763  -0.0002
H: -1.028 0.198 -0.900  -0.0025
H: 1.170 -0.565 -0.365  -0.0172
H: 0.210 2.340 -0.441  0.0013
H: -0.508 2.497 1.081  0.0016

Summary:
- gap between HOMO and LUMO (alpha / beta) (Eh) = 0.23892 / 0.40914
- ΔE to the lowest compared entry with this formula, charge and spin (eV) = 0.277
- E_tot (a.u.) = -250.20662
- max |F| (eV Å⁻¹) = 1.4
- multiplicity = 2
- ⟨S²⟩ = 0.75